Molecular formula: C42H63N3OP2S3Ti
Method: DFT, wB97M-V/def2-TZVPD

Structure (XYZ):
```
115
Properties=species:S:1:pos:R:3:lowdin_charge:R:1
Ti 0.808 0.681 0.716 0.875
C -1.200 -3.429 -1.177 -0.484
C -2.632 -2.895 -1.375 -0.482
S -2.811 -1.088 -1.241 0.862
C -3.058 -0.565 -2.980 -0.482
C -2.235 0.657 -3.381 -0.506
S -0.458 0.576 -2.994 0.803
C 0.039 -0.828 -4.040 -0.496
C -0.142 -2.223 -3.434 -0.466
S 0.142 -2.292 -1.627 0.829
H -1.017 -3.652 -0.129 0.043
H -1.066 -4.345 -1.751 0.088
H -3.044 -3.186 -2.340 0.075
H -3.275 -3.312 -0.602 0.074
H -2.822 -1.412 -3.620 0.062
H -4.118 -0.339 -3.099 0.083
H -2.328 0.813 -4.457 0.087
H -2.583 1.558 -2.877 0.053
H -0.517 -0.748 -4.974 0.090
H 1.090 -0.654 -4.264 0.046
H -1.150 -2.595 -3.602 0.059
H 0.552 -2.920 -3.900 0.083
C 3.708 -2.367 -0.852 -0.122
C 2.934 -2.956 0.327 -0.533
C 3.807 -3.943 1.107 -0.094
P 2.132 -1.583 1.315 1.110
C 3.039 -1.334 2.963 -0.483
C 2.526 -2.179 4.130 -0.082
C 4.566 -1.467 2.848 -0.113
C 0.597 -2.387 1.891 -0.342
C 0.444 -3.755 2.084 -0.090
C -0.724 -4.265 2.628 -0.060
C -1.754 -3.398 2.969 -0.044
C -1.615 -2.033 2.782 -0.012
C -0.435 -1.508 2.248 -0.299
N -0.245 -0.131 2.033 -0.144
C -0.855 0.779 2.936 -0.330
C -0.871 0.547 4.311 -0.007
C -1.420 1.478 5.174 -0.038
C -1.955 2.660 4.681 -0.045
C -1.940 2.906 3.318 -0.077
C -1.385 1.984 2.437 -0.343
P -1.394 2.087 0.604 1.107
C -3.253 1.963 0.308 -0.500
C -4.029 3.272 0.411 -0.085
C -3.846 0.935 1.278 -0.126
C -0.750 3.763 0.073 -0.522
C -1.026 3.934 -1.425 -0.103
C -1.162 4.998 0.872 -0.088
H 4.136 -3.171 -1.454 0.094
H 4.529 -1.731 -0.507 0.072
H 3.049 -1.779 -1.487 0.033
H 2.074 -3.486 -0.081 0.058
H 4.831 -3.584 1.195 0.075
H 3.839 -4.888 0.563 0.097
H 3.428 -4.149 2.107 0.061
H 2.787 -0.294 3.192 0.071
H 2.704 -3.242 3.966 0.078
H 1.464 -2.031 4.311 0.068
H 3.063 -1.883 5.034 0.097
H 4.944 -1.271 1.843 0.050
H 4.879 -2.471 3.127 0.081
H 5.054 -0.773 3.534 0.079
H 1.243 -4.437 1.823 0.107
H -0.830 -5.329 2.793 0.117
H -2.675 -3.786 3.383 0.119
H -2.421 -1.365 3.057 0.118
H -0.446 -0.369 4.703 0.119
H -1.426 1.282 6.238 0.119
H -2.392 3.385 5.355 0.117
H -2.364 3.828 2.950 0.095
H -3.348 1.582 -0.711 0.061
H -3.954 3.701 1.409 0.072
H -5.084 3.055 0.231 0.098
H -3.719 4.010 -0.325 0.063
H -3.946 1.364 2.274 0.084
H -3.233 0.040 1.345 0.027
H -4.836 0.639 0.931 0.095
H 0.333 3.642 0.186 0.080
H -2.088 4.079 -1.627 0.073
H -0.678 3.070 -1.995 0.021
H -0.497 4.812 -1.795 0.092
H -2.240 5.132 0.903 0.065
H -0.737 5.880 0.390 0.091
H -0.776 4.960 1.890 0.072
C 1.587 2.141 2.034 -0.130
H 0.810 2.826 2.369 0.015
H 2.362 2.742 1.566 0.011
H 1.994 1.672 2.934 0.029
C 6.609 1.848 -1.872 0.043
N 5.198 1.525 -1.984 -0.027
N 4.322 1.646 -0.937 0.087
C 3.105 1.166 -1.335 -0.324
O 2.039 1.142 -0.601 -0.200
C 3.253 0.757 -2.665 0.073
C 4.562 0.983 -3.031 -0.222
C 5.260 0.686 -4.307 0.015
C 4.745 2.259 0.282 -0.221
C 5.057 3.613 0.298 -0.010
C 5.527 4.185 1.469 -0.042
C 5.691 3.409 2.609 -0.041
C 5.371 2.060 2.583 -0.044
C 4.902 1.480 1.417 -0.019
H 6.815 2.869 -2.194 0.111
H 7.173 1.162 -2.498 0.102
H 6.933 1.731 -0.842 0.105
H 2.467 0.362 -3.281 0.089
H 4.548 0.340 -5.052 0.095
H 6.009 -0.096 -4.167 0.101
H 5.770 1.569 -4.694 0.102
H 4.930 4.211 -0.596 0.130
H 5.770 5.239 1.489 0.119
H 6.068 3.859 3.517 0.119
H 5.492 1.455 3.473 0.108
H 4.641 0.432 1.376 0.076
```

ΔE to the lowest compared entry with this formula, charge and spin in kcal/mol: 25.82
F_max in eV Å⁻¹: 1.13
LUMO in eV: -5.4
Net charge: +2